Entry 1:
A molecular structure, C48H67N5O5PSiSr. Source: the Open Molecules 2025 dataset; level of theory: the ωB97M-V functional and the def2-TZVPD basis.

Last column: Mulliken charge in e.
Element x y z (Å)
Sr1 -0.30084 0.20424 1.11739  1.64
O1 2.89125 0.26900 -2.83652  -0.68
C1 1.96585 -0.04395 -1.85053  -0.30
O2 0.71703 0.57629 -2.02928  1.25
C2 2.20886 -0.99827 -0.91255  -0.32
C3 3.50681 -1.64270 -0.81657  -1.32
C4 3.69756 -2.63318 0.08729  -0.77
C5 2.65531 -3.04443 0.95900  -1.21
C6 1.46451 -2.37070 0.87380  0.38
N1 1.21795 -1.37526 -0.01056  2.01
C7 0.32521 -2.76986 1.84376  -0.22
O3 0.47760 -3.79304 2.50451  -0.84
O4 -0.70910 -2.00358 1.87735  -0.24
H1 3.27629 1.13247 -2.64696  0.36
H2 4.29654 -1.33189 -1.48623  0.46
H3 4.66773 -3.11685 0.14284  0.38
H4 2.77214 -3.83166 1.68631  0.54
N2 -0.80439 2.57875 -0.28865  0.58
C8 -0.56966 3.84505 0.43854  -0.46
C9 0.46768 4.76761 -0.19335  -1.49
C10 1.91284 4.29298 -0.07028  -0.21
N3 2.29051 3.28718 -1.07342  0.02
H5 -0.21800 2.48782 -1.11281  -1.06
H6 -1.76089 2.50972 -0.61411  0.20
H7 -0.24722 3.62430 1.46350  0.14
H8 -1.51561 4.38779 0.51622  0.50
H9 0.39333 5.72496 0.33046  0.59
H10 0.22495 4.95230 -1.24489  0.27
H11 2.07397 3.95470 0.95971  -0.14
H12 2.56799 5.15320 -0.22891  0.52
H13 1.85288 2.38928 -0.88420  -0.92
H14 3.28460 3.10923 -0.97931  0.44
N4 -3.74337 -1.46963 1.22400  0.35
P1 -2.84407 -1.59785 -0.25667  1.78
C11 -2.68636 -3.41025 -0.33744  -0.14
C12 -1.41157 -3.95989 -0.40941  0.16
C13 -1.24575 -5.33832 -0.42871  -0.98
C14 -2.35378 -6.16967 -0.38405  -0.67
C15 -3.63344 -5.62779 -0.32677  -0.73
C16 -3.79905 -4.25260 -0.30597  -0.45
C17 -4.18120 -1.32288 -1.48600  0.37
C18 -4.18431 -1.99930 -2.70419  -0.42
C19 -5.09088 -1.65917 -3.69938  -0.64
C20 -6.00612 -0.63752 -3.49027  -0.62
C21 -6.01484 0.03870 -2.27702  -0.66
C22 -5.10737 -0.29945 -1.28400  -0.62
C23 -3.70253 -0.35934 2.03151  0.37
C24 -4.30403 -0.38051 3.30333  -0.85
C25 -4.32876 0.77548 4.04169  -0.56
C26 -3.75334 1.93946 3.52756  -0.69
C27 -3.15414 1.85812 2.29332  -0.31
N5 -3.12156 0.74216 1.54675  0.34
H15 -3.94285 -2.33744 1.69639  0.33
H16 -0.54972 -3.30436 -0.43659  0.06
H17 -0.24613 -5.75242 -0.45452  0.50
H18 -2.22398 -7.24522 -0.38852  0.37
H19 -4.49948 -6.27782 -0.29949  0.42
H20 -4.79779 -3.82852 -0.28061  0.43
H21 -3.47594 -2.80268 -2.87551  0.35
H22 -5.07922 -2.19568 -4.64065  0.40
H23 -6.71223 -0.37106 -4.26706  0.37
H24 -6.72894 0.83515 -2.10546  0.43
H25 -5.11243 0.23985 -0.34402  0.21
H26 -4.73471 -1.29971 3.67809  0.48
H27 -4.78391 0.77745 5.02428  0.39
H28 -3.74087 2.86526 4.08451  0.46
H29 -2.65386 2.72194 1.86766  -0.03
C28 -0.88489 0.25451 4.63055  -1.55
C29 -0.57444 1.60843 5.26707  1.22
C30 -0.05444 1.32405 6.68886  -1.72
C31 0.41801 2.55553 4.58786  0.04
C32 0.53650 3.82569 5.14046  -0.33
C33 1.55562 4.69766 4.78457  -1.60
C34 2.53634 4.23014 3.91972  -0.32
C35 2.46157 2.97839 3.32365  -1.30
C36 3.70302 2.50244 2.56698  1.34
C37 3.56439 1.33555 1.58885  -1.95
C38 4.78728 2.14096 3.59379  -1.78
C39 1.29435 2.18147 3.52487  1.31
O5 1.03013 1.17419 2.75064  -0.61
H30 -1.54352 -0.29853 5.30778  0.52
H31 0.01157 -0.34384 4.47949  0.44
H32 -1.41705 0.29994 3.68029  -0.24
H33 -1.52246 2.15111 5.37726  0.07
H34 0.88845 0.77429 6.63084  0.36
H35 -0.76927 0.71572 7.25059  0.45
H36 0.13031 2.24490 7.24219  0.43
H37 -0.18496 4.13136 5.89494  0.44
H38 1.61410 5.69122 5.21152  0.36
H39 3.39902 4.85587 3.70120  0.44
H40 4.07646 3.36700 2.00131  0.42
H41 3.31798 0.40759 2.10236  0.20
H42 4.51595 1.19044 1.06664  0.59
H43 2.79188 1.49752 0.84098  0.29
H44 4.45695 1.28847 4.19243  0.36
H45 4.98754 2.97097 4.27315  0.39
H46 5.71951 1.86330 3.09329  0.48
C40 -1.88210 0.94843 -2.92058  -0.21
Si1 -0.12621 0.56650 -3.48091  0.17
C41 0.38769 1.98345 -4.66534  2.63
C42 0.12851 3.33841 -3.98854  -1.76
C43 1.84998 1.98871 -5.12635  -1.81
C44 -0.50533 1.89124 -5.91389  -2.13
C45 -0.10803 -1.18020 -4.24541  3.03
C46 -1.25895 -1.38022 -5.24392  -1.91
C47 -0.33641 -2.15750 -3.08299  -1.73
C48 1.21074 -1.53140 -4.94290  -1.91
H47 -2.64577 0.64005 -3.63671  0.38
H48 -2.03542 2.01054 -2.72102  0.52
H49 -2.06727 0.40386 -1.99179  -1.03
H50 0.72233 3.44808 -3.07852  0.19
H51 -0.92655 3.49288 -3.75167  0.27
H52 0.42719 4.14384 -4.67137  0.62
H53 2.51126 2.30258 -4.31912  0.28
H54 1.96391 2.71392 -5.94206  0.56
H55 2.19140 1.01557 -5.48060  0.23
H56 -1.56715 1.80903 -5.66313  0.29
H57 -0.23503 1.03737 -6.53995  0.32
H58 -0.37797 2.79568 -6.52042  0.53
H59 -2.23303 -1.24604 -4.76990  0.13
H60 -1.21992 -2.40771 -5.62589  0.53
H61 -1.20519 -0.70957 -6.10409  0.30
H62 -1.24293 -1.90483 -2.52489  -0.44
H63 0.49281 -2.15621 -2.37623  -0.06
H64 -0.46248 -3.17573 -3.47179  0.84
H65 1.35645 -0.93491 -5.84856  0.30
H66 1.19406 -2.58571 -5.24507  0.49
H67 2.07225 -1.37696 -4.29115  0.29

Summary:
Highest occupied orbital energy, eV: -2.91
Energy above the lowest of the compared OMol25 structures with the same formula, charge and spin, kJ/mol: 56.84
E, hartree: -3181.092294
HOMO-LUMO gap, eV: 5.1
Spin multiplicity: 1
Net charge: -1

=====

Entry 2:
A molecular structure, C48H68Br3N12O17 in a non-equilibrium geometry. Source: the Open Molecules 2025 dataset; level of theory: the ωB97M-V functional and the def2-TZVPD basis.

Last column: Mulliken charge in e.
Element x y z (Å)
C1 -14.78008 -12.19103 -24.48082  0.50
C2 -15.66386 -12.62682 -23.31078  -0.68
N1 -15.30077 -11.96592 -22.03837  0.88
C3 -15.25133 -10.61661 -21.72702  -0.65
C4 -14.80383 -10.55629 -20.40542  -0.46
N2 -14.43959 -11.82116 -19.99057  1.87
C5 -14.67660 -12.68811 -21.04594  -1.31
C6 -13.69395 -12.20756 -18.72434  -0.42
H1 -15.07052 -12.71523 -25.39129  -0.56
H2 -13.73453 -12.42516 -24.28054  -0.22
H3 -14.96250 -11.11844 -24.41469  0.58
H4 -15.81762 -13.68348 -23.09186  0.13
H5 -16.63857 -12.14169 -23.36260  0.17
H6 -15.40910 -9.81710 -22.43574  0.75
H7 -14.78226 -9.67771 -19.77770  -0.46
H8 -14.50522 -13.75291 -21.10290  0.65
H9 -13.23711 -13.19239 -18.82185  -0.08
H10 -14.18028 -12.00694 -17.76971  0.14
H11 -12.82168 -11.61943 -18.43916  0.03
C7 -11.84962 -13.78560 -26.76227  0.63
Br1 -9.90872 -14.27236 -26.68868  -0.31
Br2 -12.69551 -15.03903 -28.08513  -0.38
Br3 -12.08254 -11.86849 -27.12849  -0.32
H12 -12.30272 -13.99733 -25.79378  -0.49
C8 -11.73768 -11.03532 -15.34080  -0.56
C9 -11.75099 -10.08716 -16.41111  -0.27
C10 -12.91237 -9.54129 -16.78990  -0.06
C11 -14.14100 -9.83384 -16.10120  -0.47
C12 -14.12582 -10.76937 -15.07225  -0.43
C13 -12.93864 -11.40117 -14.71641  0.50
O1 -12.88876 -12.52243 -13.92950  -0.51
O2 -13.11326 -8.69335 -17.81728  -0.35
H13 -10.74774 -11.40662 -15.12046  0.43
H14 -10.85054 -9.79420 -16.93051  0.48
H15 -15.06375 -9.41485 -16.47453  0.40
H16 -14.97479 -10.92613 -14.42334  0.26
H17 -13.50420 -12.23743 -13.25009  0.36
H18 -12.75923 -7.80278 -17.76119  0.26
C14 -15.80490 -16.43666 -25.69280  -0.77
C15 -16.41139 -17.47074 -26.40664  -0.64
C16 -15.99165 -18.82713 -26.28707  0.37
C17 -14.91846 -19.08957 -25.49354  -0.63
C18 -14.31343 -18.07929 -24.69681  -0.46
C19 -14.69699 -16.73806 -24.91744  0.19
O3 -14.12988 -15.71391 -24.19080  0.12
O4 -16.69869 -19.82869 -26.98593  -0.61
H19 -16.15804 -15.42109 -25.79435  0.88
H20 -17.20035 -17.11639 -27.05346  0.39
H21 -14.44219 -20.05798 -25.53534  0.43
H22 -13.53102 -18.37809 -24.01494  0.42
H23 -13.27922 -15.90060 -23.78693  0.13
H24 -17.04827 -19.60425 -27.85139  0.31
C20 -17.64241 -12.14558 -28.88221  -0.53
C21 -18.11557 -11.88769 -30.20891  -0.56
C22 -17.30051 -12.41712 -31.27762  0.22
C23 -16.30014 -13.30090 -31.08784  -0.55
C24 -15.88326 -13.62066 -29.74552  -0.13
C25 -16.57139 -13.03330 -28.65882  0.50
O5 -16.31465 -13.37566 -27.38022  -0.16
O6 -17.60391 -12.01001 -32.56479  -0.56
H25 -18.00471 -11.79649 -27.92656  0.40
H26 -18.86382 -11.14542 -30.44462  0.38
H27 -15.67053 -13.74080 -31.84710  0.39
H28 -15.10553 -14.35486 -29.59554  0.22
H29 -15.40946 -13.68269 -27.29109  -0.14
H30 -17.15831 -11.17679 -32.73441  0.33
C26 -11.34866 -10.81473 -23.76440  -0.80
C27 -10.49260 -11.94544 -23.75566  -0.30
C28 -10.18081 -12.59388 -22.54489  -0.49
C29 -10.84197 -12.06717 -21.38619  -0.14
C30 -11.54997 -10.91888 -21.40409  -0.66
C31 -11.83800 -10.33498 -22.60412  1.04
O7 -12.47351 -9.12237 -22.57583  -0.58
O8 -9.67468 -13.84068 -22.54244  -0.59
H31 -11.44447 -10.14691 -24.60775  0.34
H32 -10.15675 -12.48807 -24.62695  0.44
H33 -10.68786 -12.53016 -20.42271  0.34
H34 -11.84951 -10.37412 -20.52096  0.56
H35 -12.83175 -9.02855 -23.46153  0.32
H36 -9.61252 -14.30182 -21.70274  0.40
C32 -17.47468 -17.86460 -20.16632  -0.91
C33 -17.38841 -16.41708 -20.24102  0.25
C34 -17.48564 -15.67967 -21.40495  -0.35
C35 -17.69259 -16.45253 -22.59194  -0.22
C36 -17.78409 -17.83482 -22.54046  -0.89
C37 -17.63240 -18.56910 -21.33228  0.70
O9 -17.62892 -19.88466 -21.33272  -0.60
O10 -17.36966 -14.32059 -21.42390  -0.44
H37 -17.38936 -18.32851 -19.19477  0.57
H38 -17.16684 -15.98398 -19.27680  0.32
H39 -17.71975 -15.92800 -23.53562  0.48
H40 -17.80890 -18.40046 -23.46016  0.41
H41 -17.32605 -20.30446 -20.52424  0.32
H42 -17.89053 -14.01406 -20.67803  0.30
C38 -13.83507 -17.47957 -18.80991  0.27
C39 -14.37587 -18.75669 -18.51752  -0.85
C40 -14.05911 -19.42846 -17.32217  0.89
C41 -13.03669 -19.01046 -16.48108  -1.15
C42 -12.51203 -17.74364 -16.86894  -0.25
C43 -12.82972 -16.95935 -17.99280  -0.99
O11 -12.40150 -15.69655 -18.18927  -0.17
O12 -14.85518 -20.57343 -17.04619  -0.58
H43 -14.06222 -16.91661 -19.70315  0.89
H44 -15.13878 -19.14053 -19.17861  0.42
H45 -12.66942 -19.58379 -15.64274  0.45
H46 -11.83448 -17.43631 -16.08607  0.44
H47 -11.49640 -15.64740 -17.87306  0.25
H48 -15.59175 -20.63875 -17.65838  0.31
C44 -17.32000 -12.06349 -18.28815  0.45
O13 -16.98815 -13.19388 -18.73165  -0.46
N3 -17.76816 -10.93664 -18.81645  -0.21
N4 -17.47893 -11.90004 -17.04151  -0.28
H49 -17.79341 -10.08550 -18.27329  0.23
H50 -17.70788 -10.79090 -19.81406  0.05
H51 -17.65202 -10.98092 -16.66025  0.19
H52 -17.03689 -12.52574 -16.38334  0.13
C45 -11.41265 -16.79286 -21.88708  0.57
O14 -11.86232 -16.90526 -23.01417  -0.65
N5 -11.53006 -15.61689 -21.27794  0.16
N6 -10.87119 -17.74681 -21.18922  -0.36
H53 -11.57645 -15.62724 -20.26906  0.12
H54 -12.00329 -14.96772 -21.89009  -0.24
H55 -10.96840 -18.63062 -21.66832  0.28
H56 -10.82550 -17.72920 -20.18041  0.18
C46 -15.54551 -14.55613 -15.74551  0.74
O15 -16.47144 -13.88624 -15.19141  -0.88
N7 -15.23175 -14.55136 -16.95453  0.43
N8 -14.83536 -15.46592 -15.17782  -0.31
H57 -16.03231 -14.38527 -17.54750  -0.30
H58 -14.66177 -15.36410 -17.14074  -0.08
H59 -15.05803 -15.66263 -14.21251  0.25
H60 -13.95204 -15.63280 -15.63823  0.19
C47 -15.80167 -6.64009 -20.43047  0.57
O16 -16.47986 -7.56198 -20.82806  -0.71
N9 -15.15419 -6.75685 -19.29217  -0.29
N10 -15.67568 -5.48393 -20.94267  -0.39
H61 -15.10006 -7.59504 -18.73127  0.12
H62 -14.61390 -5.94403 -19.03236  0.14
H63 -15.98754 -5.24333 -21.87270  0.27
H64 -14.96235 -4.90411 -20.52426  0.14
C48 -18.65038 -9.46945 -22.80376  0.64
O17 -17.74194 -9.51210 -23.55854  -0.62
N11 -18.51061 -9.13385 -21.53248  -0.16
N12 -19.84416 -9.58354 -23.29540  -0.41
H65 -19.32819 -9.01486 -20.95153  0.19
H66 -17.59805 -8.71077 -21.44109  0.16
H67 -19.98266 -9.71830 -24.28674  0.26
H68 -20.67318 -9.39833 -22.74903  0.14

Summary:
Highest occupied orbital energy (spin up / spin down), eV: -2.81 / -7.28
E, hartree: -11527.914679
HOMO-LUMO gap (spin up / spin down), eV: 2.1 / 6.6
⟨S²⟩: 0.75
Spin multiplicity: 2